DFT (the ωB97M-V functional and the def2-TZVPD basis) results for an isolated molecule of C2H2N6 at a distorted geometry.

Positions of all 10 atoms, in Å:
1 C -1.009948 -0.197674 -1.053059
2 C 0.167447 0.825180 0.451805
3 N -0.225063 1.127238 1.617374
4 H 0.453983 1.067138 2.490509
5 N 0.524794 -1.726330 -0.139151
6 H -1.644041 -0.153989 -1.972709
7 N 1.435050 0.378702 0.061115
8 N 1.626863 -0.803732 -0.315094
9 N -0.575954 -1.501766 -0.571620
10 N -0.753132 0.985233 -0.569169

Atomic forces in eV per Å
0.059 2.000 -1.562
-0.786 0.582 3.411
1.809 0.089 2.016
-1.346 -0.171 -2.846
2.156 -0.984 0.601
0.298 -0.875 1.059
1.408 -1.415 -1.227
-0.927 1.899 0.842
-2.529 1.717 -0.777
-0.141 -2.842 -1.517

Values from the calculation:
* Kohn-Sham gap: 8.48 eV
* E_HOMO: -9.753 eV
* SMILES: [H]/N=c1/ncnnnn1
* E: -11041.57522 eV
* LUMO energy: -1.27 eV